C13H14CoN5O2S7 | ωB97M-V with the def2-TZVPD basis set

Structure (XYZ):
```
42
Properties=species:S:1:pos:R:3:forces:R:3:lowdin_spin:R:1
Co 0.302950 0.605769 -0.108929 -1.1 -0.3 0.8 -0.134
C -3.463250 4.116569 -1.198229 0.5 -0.1 0.4 0.003
S -2.287350 4.490769 0.138671 -0.1 0.1 -0.1 0.022
C -1.210850 3.108069 0.071371 0.2 -1.0 -0.4 0.050
S -1.601250 1.656369 -0.793029 0.2 0.2 0.1 0.010
N -0.107650 3.225969 0.742071 -0.5 1.9 0.7 -0.008
N 0.703150 2.185169 0.706771 1.0 -1.3 -0.1 0.109
C 1.824250 2.183369 1.439871 -1.0 0.8 -0.2 0.109
C 2.620250 1.051969 1.294271 0.3 -0.9 -0.3 0.068
C 3.879450 0.836069 1.907371 -0.4 0.2 0.0 0.028
C 4.612050 -0.269131 1.590371 -0.2 -0.2 -0.3 0.033
C 4.096750 -1.174531 0.642571 0.0 0.0 0.2 0.058
C 2.838750 -0.949931 0.130271 0.2 -0.4 -0.1 0.013
N 2.089750 0.101569 0.438071 0.4 0.8 0.5 0.080
H -4.242850 4.869469 -1.145029 -0.1 0.1 0.0 0.000
H -3.870050 3.123369 -1.041529 -0.2 0.0 -0.1 0.000
H -2.944250 4.162169 -2.150529 -0.1 0.0 -0.1 0.000
H 2.053550 3.025169 2.074971 0.1 0.1 0.0 0.007
H 4.228550 1.557769 2.629171 0.1 0.1 0.1 0.000
H 5.571950 -0.459531 2.046271 0.1 0.1 0.1 0.001
H 4.665950 -2.040331 0.340471 -0.1 -0.1 0.0 0.004
H 2.409250 -1.661231 -0.565929 -0.1 0.0 0.0 0.000
S -4.770450 -2.561831 5.705271 -0.2 -0.1 0.3 0.023
C -3.955550 -2.080431 4.364871 0.3 0.3 -0.4 0.006
S -4.436850 -2.486531 2.747471 0.6 0.3 0.4 0.005
C -3.080850 -1.744431 1.883071 0.2 0.0 0.6 0.086
C -2.150850 -1.101931 2.674271 -0.7 -0.1 0.2 0.037
S -0.672150 -0.368131 2.280871 1.0 0.0 -0.7 0.243
S -2.515050 -1.107231 4.408671 -0.5 -0.3 -0.3 -0.010
S -3.104550 -1.951031 0.212771 -0.3 -0.2 -0.9 0.116
C 0.553750 -2.362731 -4.541729 0.0 -0.3 -0.1 0.001
O 0.824250 -1.048631 -4.092129 -0.1 0.2 0.0 0.001
C 0.611050 -0.711631 -2.802729 0.4 0.4 0.1 0.003
O 1.009750 0.351869 -2.389329 0.0 -0.2 -0.4 0.027
N 0.025350 -1.648231 -2.006929 -0.4 -0.5 0.0 0.001
N -0.254550 -1.263331 -0.679929 0.2 0.1 0.1 0.009
H 0.921450 -2.415131 -5.567129 -0.1 0.0 0.1 0.000
H -0.519650 -2.573831 -4.537529 0.0 0.0 0.0 0.000
H 1.083550 -3.099531 -3.932129 -0.1 0.0 0.0 0.000
H -0.583950 -2.356931 -2.395129 0.1 0.1 0.0 0.000
H 0.134550 -1.958931 -0.035129 -0.1 0.3 -0.2 -0.001
H -1.288350 -1.256331 -0.486829 0.2 -0.3 0.0 0.000
```
Positions in Å, forces in eV/Å.

Results
Calculated total energy: -5098.16071 Ha
2S+1: 2
Total charge: -1
Energy relative to the best compared isomer or geometry (same formula, charge and spin): 203.7 kJ/mol
Orbital gap (alpha / beta): 5.815 / 4.686 eV
LUMO (alpha / beta): 2.12 / 1.38 eV
<S²>: 1.224

C8CsF24N4O16S8 | ωB97M-V with the def2-TZVPD basis set

Structure (XYZ):
```
61
Properties=species:S:1:pos:R:3:forces:R:3:mulliken_charge:R:1
Cs -1.098358 0.057545 0.409542 0.6 0.3 -0.2 1.557
C 0.685352 0.529126 -4.797753 -0.1 0.1 0.4 0.553
F 1.832843 0.596822 -4.140014 0.2 0.3 -0.1 -0.206
F 0.699544 1.381092 -5.832159 0.2 0.3 0.0 -0.262
F 0.558698 -0.686443 -5.310902 0.1 -0.4 0.0 -0.223
S -0.775797 0.862784 -3.706818 0.0 -0.8 -0.5 1.023
O -1.783586 0.300446 -4.531521 -1.2 0.2 -0.9 -0.706
O -0.555323 0.179044 -2.465111 0.4 0.4 0.1 -0.436
N -0.865371 2.450121 -3.621061 0.0 -0.6 0.4 -0.615
S -0.658939 2.941294 -2.130739 0.8 0.3 1.1 1.273
O -1.743788 2.695792 -1.215056 -0.3 -0.1 -0.3 -0.690
O 0.659995 2.742660 -1.598879 0.1 0.1 -0.2 -0.579
C -0.793632 4.739797 -2.385960 -0.6 0.2 -0.2 0.365
F 0.128635 5.260745 -3.195753 0.2 -0.1 0.0 -0.224
F -1.998254 5.035558 -2.887276 -0.3 0.1 -0.4 -0.243
F -0.726125 5.349742 -1.207512 0.4 0.1 0.3 -0.208
C -4.940228 0.416921 0.678158 1.1 -0.9 0.1 0.592
F -4.286389 1.340975 1.384789 -0.3 0.0 0.2 -0.198
F -6.213911 0.770172 0.556548 -0.2 0.1 0.1 -0.257
F -4.383013 0.365149 -0.531930 0.0 0.5 -0.3 -0.194
S -4.792776 -1.340143 1.358547 1.9 1.7 -1.0 0.873
O -5.806623 -1.386241 2.362377 -0.1 -0.3 0.6 -0.618
O -4.943059 -2.093020 0.163096 -0.3 -0.8 -0.5 -0.652
N -3.133761 -1.355205 1.825594 -3.9 -0.8 0.5 -0.253
S -3.259354 -2.106013 3.245195 1.3 0.2 0.5 0.897
O -3.747054 -1.245159 4.283188 -0.1 -0.1 0.5 -0.662
O -3.764429 -3.445757 3.161567 -0.2 -0.4 0.0 -0.657
C -1.444619 -2.297136 3.650673 0.3 1.0 -0.5 0.578
F -1.061704 -1.184352 4.295535 0.0 -0.4 0.2 -0.193
F -1.251265 -3.359195 4.425324 0.0 0.0 0.1 -0.239
F -0.653710 -2.393977 2.574643 -0.4 -0.3 0.1 -0.164
C 4.548978 3.178834 2.187539 -0.5 0.2 -0.1 0.644
F 4.442456 4.459293 2.574912 0.3 0.0 0.0 -0.248
F 3.963836 3.066610 1.005127 0.0 0.0 -0.3 -0.215
F 5.844139 2.871312 2.052152 0.1 0.1 0.0 -0.230
S 3.765586 2.055671 3.395851 -0.2 2.1 2.0 0.941
O 3.840984 0.788875 2.782355 -0.2 -1.2 -0.8 -0.538
O 4.499348 2.237084 4.623631 0.2 0.2 -0.2 -0.688
N 2.315778 2.831824 3.532316 0.4 -1.1 -0.3 -0.537
S 1.208954 1.682143 3.522549 1.8 -1.7 0.0 1.005
O 1.025669 1.132797 2.207140 -1.2 0.5 -0.3 -0.502
O 1.471811 0.686386 4.534103 -0.7 0.3 0.4 -0.654
C -0.362187 2.476735 4.065757 0.3 0.4 0.0 0.521
F -0.448828 2.517401 5.395471 0.0 0.0 0.0 -0.239
F -0.469343 3.721029 3.607072 -0.1 0.3 -0.1 -0.238
F -1.376191 1.764688 3.600837 -0.2 -0.2 -0.1 -0.157
C 3.770527 -2.996899 -3.966224 -0.5 0.8 0.0 0.615
F 5.098852 -3.075604 -4.002212 0.4 -0.4 -0.2 -0.226
F 3.453146 -1.726764 -4.199635 -0.1 0.3 -0.1 -0.198
F 3.238201 -3.721428 -4.944839 0.2 -0.4 -0.2 -0.245
S 3.173733 -3.503898 -2.320127 -1.1 -1.1 0.0 0.995
O 3.483528 -4.907100 -2.192839 0.2 0.2 -0.6 -0.666
O 3.809511 -2.628448 -1.386134 0.0 0.4 -0.2 -0.591
N 1.564941 -3.240690 -2.601144 1.8 -0.2 0.8 -0.355
S 0.901924 -3.256730 -1.164499 -0.9 -0.2 1.1 0.823
O 1.298874 -4.310844 -0.278430 0.4 -0.8 -0.2 -0.653
O 0.830383 -1.988905 -0.507179 -0.4 0.9 -0.3 -0.507
C -0.857549 -3.714662 -1.549265 0.3 -0.1 0.8 0.543
F -1.416459 -4.196198 -0.425836 0.1 0.2 0.0 -0.230
F -1.547365 -2.649460 -1.907436 -0.4 0.3 -0.5 -0.144
F -0.957236 -4.676172 -2.457341 0.0 -0.1 -0.6 -0.259
```
Positions in Å, forces in eV/Å.

Results
Calculated total energy: -7330.23680 Ha
2S+1: 1
Total charge: -3
Orbital gap: 8.456 eV
LUMO: 5.47 eV

AgB3H4O5PS | ωB97M-V with the def2-TZVPD basis set

Structure (XYZ):
```
15
Properties=species:S:1:pos:R:3:forces:R:3:nbo_charge:R:1
O -2.144102 1.468570 0.949745 0.1 -0.1 -0.4 -0.981
P -1.107952 0.349772 1.452417 -0.3 -0.1 0.2 1.425
O 0.212929 1.403988 1.685071 0.4 -0.2 -1.1 -1.019
S -1.450588 -0.674204 2.979002 -0.1 0.0 0.2 -0.340
B -0.586027 -0.731464 -0.096490 -0.6 -0.6 -0.3 0.787
O -0.736592 -0.243072 -1.392607 0.5 0.9 0.5 -0.878
B 0.520455 -0.138979 -1.967315 -0.4 -0.8 -0.4 0.909
O 1.416753 -1.163324 -1.779067 0.5 0.7 0.5 -0.870
B 1.362071 -1.851232 -0.557592 -0.4 -0.4 -0.4 0.982
O 0.135493 -1.876814 0.086985 0.6 0.7 0.5 -0.861
H -2.574667 1.291278 0.095956 0.0 0.0 0.3 0.531
H 0.061667 2.213212 1.164386 -0.7 0.4 0.7 0.496
H 0.894349 0.916901 -2.431707 0.0 -0.1 -0.1 -0.081
H 2.356062 -2.214793 -0.030041 -0.1 -0.3 -0.2 -0.060
Ag 1.640148 1.250159 -0.158742 0.5 -0.1 0.0 0.961
```
Positions in Å, forces in eV/Å.

Results
Calculated total energy: -1339.66313 Ha
2S+1: 1
Total charge: +1
Orbital gap: 6.644 eV
LUMO: -6.39 eV

H4O2 | ωB97M-V with the def2-TZVPD basis set

Structure (XYZ):
```
6
Properties=species:S:1:pos:R:3:forces:R:3:nbo_charge:R:1
O 0.385444 -0.927500 0.900983 0.4 1.4 1.5 -0.945
H -0.545609 -0.795668 1.169008 0.6 -0.2 -0.3 0.481
H 0.893511 -0.349182 1.547545 -0.9 -1.2 -1.1 0.474
O -0.612540 0.922075 -1.176079 2.0 -0.7 1.3 -0.952
H 0.088970 0.640759 -0.491227 -1.8 0.5 -1.2 0.479
H -0.209775 0.509515 -1.950229 -0.4 0.1 -0.2 0.463
```
Positions in Å, forces in eV/Å.

Results
Calculated total energy: -152.86712 Ha
2S+1: 1
Total charge: 0
Energy relative to the best compared isomer or geometry (same formula, charge and spin): 20.5 kJ/mol
Orbital gap: 11.844 eV
LUMO: 0.73 eV
SMILES: O.O

C24H44BNP2Zr | ωB97M-V with the def2-TZVPD basis set

Structure (XYZ):
```
73
Properties=species:S:1:pos:R:3:forces:R:3:mulliken_charge:R:1
Zr 1.268150 -0.795791 1.126297 -0.5 0.4 -0.6 0.979
C -0.498027 -0.700537 2.847698 -0.3 -1.7 0.6 0.965
C -0.338749 -1.986607 2.161089 0.5 0.2 1.0 0.154
C 1.400517 -1.681752 3.676669 -0.8 -0.7 -0.1 0.741
C 0.472946 -0.655809 3.902342 -0.1 -0.2 -1.0 0.923
C 0.909502 -2.545003 2.628449 -1.3 0.6 0.7 0.066
C -1.741158 0.120917 2.887138 -0.5 0.6 -0.2 -1.675
H -2.246387 0.171114 1.915809 0.1 -0.1 0.2 -0.043
H -1.508313 1.153877 3.178221 -0.1 -0.2 -0.1 0.506
H -2.488649 -0.256473 3.614687 0.5 0.0 -0.3 0.467
C 0.408126 0.164516 5.136141 -0.1 0.7 0.1 -1.190
H -0.623745 0.477205 5.354692 0.3 -0.1 -0.1 0.420
H 1.022896 1.068811 5.049718 -0.2 -0.2 0.1 -0.105
H 0.788253 -0.387975 6.006741 -0.1 0.1 -0.3 0.389
C 2.439643 -2.063475 4.654895 0.8 -0.3 0.2 -1.499
H 2.041572 -2.071608 5.688650 0.1 0.0 -0.6 0.304
H 3.273788 -1.362738 4.641076 0.1 0.0 0.2 0.311
H 2.842279 -3.060135 4.431453 0.0 0.3 0.2 0.449
C 1.505463 -3.870825 2.328548 0.2 -0.2 -0.5 -1.480
H 1.700663 -4.428717 3.252079 -0.1 0.1 -0.2 0.453
H 2.477549 -3.731066 1.833520 0.0 -0.4 0.0 0.323
H 0.854985 -4.466916 1.683651 0.2 0.0 0.1 0.360
C -1.300078 -2.628501 1.212297 -0.6 -0.4 -0.7 -1.354
H -1.253788 -3.724556 1.328272 -0.1 0.4 -0.1 0.508
H -1.106461 -2.429122 0.131853 -0.1 -0.1 0.6 0.047
H -2.342686 -2.320828 1.416096 0.5 -0.1 0.0 0.396
C -2.391974 2.660065 -0.233531 0.1 -0.4 1.0 -0.971
C -3.123050 1.570438 0.076728 -0.9 1.8 -0.2 -0.574
C -3.236152 0.394780 -0.817314 0.4 -1.3 -0.3 0.750
C -3.105175 0.614255 -2.378166 -0.4 0.0 0.0 -1.544
C -1.708175 0.224129 -2.927174 0.9 0.2 2.1 0.188
C -0.748858 -0.014673 -1.737084 1.4 -2.2 0.8 -0.253
C -0.353834 1.120145 -0.730958 0.0 0.3 -0.4 -0.531
C -1.074018 2.493305 -0.957398 -0.1 0.1 -0.3 -0.444
H -4.167925 -0.163839 -0.640985 0.1 0.6 0.0 0.652
H -3.399613 1.611603 -2.749680 0.0 -0.2 0.7 0.302
H -2.478977 -0.323827 -0.463158 -0.6 0.0 -0.4 -0.764
H -1.284639 2.582255 -2.021226 0.3 0.0 -0.2 -0.475
H -2.653816 3.677334 0.100943 0.4 -0.8 0.5 0.485
H -3.794511 1.555389 0.938634 -0.3 0.5 -0.5 0.535
H -0.387401 3.334998 -0.730891 -0.5 -0.5 0.1 0.624
H -0.504934 0.775609 0.336452 -0.2 0.3 -0.4 -0.526
H -1.056819 -0.932037 -1.185747 0.1 0.9 -0.6 -0.222
H 0.737165 1.358782 -0.804346 -0.5 -0.2 -0.1 1.024
H -3.829807 -0.070080 -2.835965 0.2 0.2 0.0 0.519
H -1.818122 -0.735576 -3.479294 0.4 0.6 0.2 0.882
P -0.615066 1.198644 -4.010490 -0.2 0.1 -1.6 1.139
C -0.339584 2.971777 -4.258264 -0.2 1.2 -0.1 -1.349
C -1.300768 0.726803 -5.641906 0.7 -0.3 -0.2 -1.415
P 1.094064 -0.681315 -2.193550 -1.6 -0.1 1.1 1.526
C 1.053162 0.664626 -3.524659 0.6 0.4 -0.2 -2.192
C 1.050398 -2.028763 -3.419252 0.1 -0.6 -0.3 -1.384
C 2.874602 -0.570683 -1.758927 0.6 0.4 -1.3 -1.442
H 0.682806 3.271353 -3.960463 -0.6 -0.3 0.1 0.464
H -1.050572 3.653769 -3.777655 0.1 -0.2 -0.2 0.421
H -0.392868 3.148692 -5.347796 -0.1 -0.1 0.5 0.456
H -0.798139 1.272575 -6.442099 0.0 -0.1 0.0 0.543
H -2.373616 0.968572 -5.686870 0.3 0.0 0.3 0.421
H -1.184368 -0.346900 -5.815608 -0.1 0.1 0.0 0.407
H 3.352087 -0.113209 -2.643630 0.7 -0.1 0.5 0.508
H 3.229715 -1.609396 -1.642012 -0.1 0.4 0.1 0.409
H 3.103768 0.032981 -0.856179 -0.2 -0.1 -0.5 0.544
H 1.622657 1.522896 -3.124365 -0.5 -0.1 -0.4 0.492
H 1.552980 0.356578 -4.445012 0.3 0.1 0.1 0.771
H 1.768238 -2.797329 -3.116080 -0.3 -0.1 -0.1 0.449
H 1.389905 -1.627758 -4.394044 -0.1 -0.4 0.6 0.394
H 0.061256 -2.484631 -3.591306 0.4 0.1 0.4 0.323
B 3.128437 2.418564 3.826004 0.2 0.9 1.3 0.143
C 2.642046 1.569315 2.704743 -0.4 -0.8 -0.6 0.335
N 2.207759 0.854767 1.869474 0.9 1.2 0.2 -0.900
H 4.310227 2.220831 4.027492 -0.2 0.0 -0.3 -0.053
H 2.485764 2.108769 4.835788 0.4 0.1 -0.6 -0.041
H 2.867449 3.577380 3.538720 0.2 -0.3 -0.1 -0.037
```
Positions in Å, forces in eV/Å.

Results
Calculated total energy: -1749.46289 Ha
2S+1: 1
Total charge: +2
Energy relative to the best compared isomer or geometry (same formula, charge and spin): 0.0 kJ/mol
Orbital gap (alpha / beta): 4.825 / 4.833 eV
LUMO (alpha / beta): -7.07 / -7.06 eV

C8H14O2P | ωB97M-V with the def2-TZVPD basis set

Structure (XYZ):
```
25
Properties=species:S:1:pos:R:3:forces:R:3:nbo_charge:R:1
C 0.179904 1.318273 -1.161132 0.9 -1.4 1.5 -0.786
C -1.324248 1.312533 -0.833203 -0.7 0.5 0.5 -0.417
C 1.173644 1.570113 0.069832 -1.8 0.5 0.5 -0.466
C -1.966991 0.033544 -0.292031 -0.6 -0.1 1.8 -0.433
C 1.456312 0.335492 1.126121 0.2 0.9 -1.6 -0.442
C -1.563009 -0.521208 1.124827 1.0 -2.1 -0.6 -0.410
C -0.266288 -1.459652 1.094303 -1.0 -2.3 -3.1 -0.384
C 1.037351 -0.931816 0.421561 -2.2 1.0 -1.2 -0.565
O 0.098290 -1.410176 -2.267558 0.3 0.8 -0.2 -1.163
O 2.356249 -0.274972 -1.854250 0.0 0.5 0.7 -1.011
P 0.764133 -0.325713 -1.458212 -0.5 -1.0 2.0 2.079
H -1.672984 2.127047 -0.124853 0.7 -0.2 -1.0 0.173
H -1.806144 1.414759 -1.815235 -0.3 0.5 0.3 0.198
H 1.990217 2.041061 -0.442418 1.3 -0.4 0.4 0.214
H 0.782589 2.378126 0.695429 -0.3 0.2 -0.2 0.187
H -3.098288 0.017983 -0.357264 1.1 0.4 0.0 0.175
H -1.603366 -0.668406 -0.980274 -0.1 -1.6 -0.9 0.229
H 2.542060 0.244934 1.228334 -0.1 0.4 0.7 0.201
H 0.881134 0.428155 2.088882 0.9 0.4 -0.8 0.182
H -1.256555 0.154749 1.908398 -0.8 1.0 0.1 0.189
H -2.391305 -1.224610 1.474965 0.9 1.2 -0.1 0.191
H 0.039512 -1.800841 2.054818 -0.1 0.1 1.3 0.180
H -0.578599 -2.501946 0.588260 0.6 2.2 0.6 0.184
H 1.826566 -1.644129 0.448178 0.4 -1.0 0.0 0.206
H 2.399816 -0.613295 -2.737478 0.1 -0.3 -0.9 0.487
```
Positions in Å, forces in eV/Å.

Results
Calculated total energy: -805.06502 Ha
2S+1: 1
Total charge: -1
Energy relative to the best compared isomer or geometry (same formula, charge and spin): 159.9 kJ/mol
Orbital gap: 6.499 eV
LUMO: 3.96 eV